# 1
ORCA calculation (ωB97M-V/def2-TZVPD) on a cluster of 2 separate species, C37H38N3OS in total in a non-equilibrium geometry.

Properties
- net charge = +1
- E_tot (eV) = -56330.0408
- LUMO level (eV) = -5.701
- HOMO-LUMO gap (hartree) = 0.167
- max |F| (Eh/bohr) = 0.07065

Each line ends with the Mulliken charge.
Positions of all 80 atoms, in Å:
C: 2.960 -1.240 -4.000  -1.584
C: 3.136 0.037 -3.173  1.547
C: 2.767 -0.203 -1.704  -1.802
N: 4.485 0.488 -3.248  -0.522
C: 4.540 1.690 -3.662  -0.300
S: 6.048 2.605 -3.856  -0.143
C: 6.543 2.475 -2.170  -0.133
C: 7.740 3.177 -1.960  0.034
N: 8.727 3.767 -1.803  -0.406
C: 3.172 2.270 -3.967  1.775
C: 2.855 3.405 -2.993  -1.927
C: 3.099 2.732 -5.422  -1.813
N: 2.241 1.116 -3.748  0.431
C: 0.932 1.317 -3.264  -1.326
C: -0.196 0.985 -3.926  -0.228
C: -1.527 1.208 -3.419  0.913
C: -2.630 0.855 -4.201  -0.474
C: -3.912 1.060 -3.741  -0.659
C: -4.124 1.617 -2.494  -0.479
C: -3.046 1.973 -1.706  -0.772
C: -1.763 1.773 -2.160  -0.261
H: 3.584 -2.046 -3.617  0.383
H: 1.922 -1.570 -3.991  0.295
H: 3.250 -1.059 -5.033  0.366
H: 3.433 -0.935 -1.252  0.406
H: 2.862 0.723 -1.141  0.354
H: 1.741 -0.556 -1.607  0.371
H: 5.738 2.869 -1.547  0.201
H: 6.644 1.416 -1.926  0.336
H: 3.574 4.217 -3.080  0.430
H: 1.864 3.813 -3.179  0.445
H: 2.882 3.044 -1.966  0.365
H: 3.796 3.550 -5.609  0.469
H: 3.359 1.907 -6.086  0.393
H: 2.093 3.071 -5.668  0.330
H: 0.834 1.774 -2.295  0.400
H: -0.108 0.535 -4.897  0.383
H: -2.464 0.422 -5.174  0.413
H: -4.753 0.786 -4.357  0.397
H: -5.130 1.776 -2.137  0.450
H: -3.210 2.413 -0.735  0.443
H: -0.938 2.059 -1.533  0.499
C: 3.764 0.273 6.673  -1.457
C: 2.606 0.196 5.741  1.068
C: 2.195 1.326 5.047  -0.643
C: 1.144 1.275 4.167  -0.813
C: 0.438 0.077 3.934  0.926
C: -0.606 0.121 2.968  -0.197
C: -1.507 -0.838 2.465  0.875
C: -1.557 -2.206 2.826  -0.356
C: -2.502 -3.042 2.309  -0.813
C: -3.457 -2.586 1.387  0.380
O: -4.490 -3.424 0.910  -0.431
C: -5.519 -3.760 1.831  0.331
C: -6.794 -3.219 1.648  -0.189
C: -7.786 -3.434 2.577  -0.577
C: -7.531 -4.206 3.696  -0.346
C: -6.285 -4.777 3.877  -0.725
C: -5.288 -4.560 2.955  -0.156
C: -3.379 -1.248 0.972  -0.418
C: -2.449 -0.401 1.499  -0.723
C: 0.842 -1.051 4.676  -0.302
C: 1.907 -0.988 5.542  -1.073
H: 3.964 -0.687 7.149  0.367
H: 4.665 0.574 6.137  0.349
H: 3.583 1.006 7.460  0.356
H: 2.719 2.250 5.213  0.446
H: 0.842 2.167 3.646  0.424
H: -0.726 1.092 2.515  0.314
H: -0.819 -2.628 3.473  0.360
H: -2.517 -4.076 2.598  0.563
H: -6.971 -2.613 0.777  0.442
H: -8.767 -3.014 2.423  0.377
H: -8.307 -4.367 4.426  0.396
H: -6.102 -5.413 4.730  0.385
H: -4.322 -5.014 3.085  0.319
H: -4.095 -0.897 0.252  0.552
H: -2.419 0.625 1.173  0.304
H: 0.308 -1.975 4.605  0.331
H: 2.204 -1.870 6.082  0.351

# 2
ORCA calculation (ωB97M-V/def2-TZVPD) on a structure of composition CH3IN2O3 in a non-equilibrium geometry.

Properties
- net charge = 0
- E_tot (eV) = -18303.5619
- LUMO level (alpha / beta) (eV) = -0.502 / -0.501
- HOMO-LUMO gap (alpha / beta) (hartree) = 0.314 / 0.314
- ΔE to the lowest compared entry with this formula, charge and spin (kJ/mol) = 68.5
- max |F| (Eh/bohr) = 0.08792

Each line ends with the Mulliken charge.
Positions of all 10 atoms, in Å:
C: -0.748 -0.430 -1.360  0.444
N: -0.505 0.887 -0.952  -0.558
N: 0.565 -1.075 -1.395  -0.054
O: -1.763 -0.946 -1.607  -0.438
O: 0.707 -2.073 -2.221  -0.184
O: 0.996 -1.624 -3.813  -0.388
I: 0.133 -0.094 -4.242  0.338
H: 0.220 1.501 -1.488  0.296
H: -1.404 1.442 -0.939  0.283
H: 1.488 -0.787 -1.017  0.261

# 3
ORCA calculation (ωB97M-V/def2-TZVPD) on the ion C3H5N2OS with charge +1 in a non-equilibrium geometry.

Properties
- net charge = +1
- E_tot (eV) = -19044.3814
- LUMO level (alpha / beta) (eV) = -4.974 / -5.606
- HOMO-LUMO gap (alpha / beta) (hartree) = 0.315 / 0.239
- ΔE to the lowest compared entry with this formula, charge and spin (kJ/mol) = 281.1
- max |F| (Eh/bohr) = 0.09432

Each line ends with the Mulliken charge.
Positions of all 12 atoms, in Å:
C: -1.331 -0.474 0.364  -0.091
C: 0.632 0.080 -0.496  -0.042
C: 0.595 0.614 0.987  -0.143
N: -0.663 0.034 1.384  -0.145
N: -0.506 -0.534 -0.702  -0.010
O: 1.386 -0.573 -3.206  -0.369
S: 2.087 0.093 -2.066  0.453
H: -2.465 -0.794 0.496  0.344
H: 1.590 0.299 1.551  0.281
H: 0.567 1.678 1.052  0.278
H: -1.196 0.529 2.168  0.339
H: -0.696 -0.953 -1.532  0.105

# 4
ORCA calculation (ωB97M-V/def2-TZVPD) on a structure of composition C23H41NO2P2Pm in a non-equilibrium geometry.

Properties
- net charge = +1
- E_tot (eV) = -65225.7077
- LUMO level (alpha / beta) (eV) = -3.478 / -3.407
- HOMO-LUMO gap (alpha / beta) (hartree) = 0.272 / 0.276
- ΔE to the lowest compared entry with this formula, charge and spin (kJ/mol) = 0.0
- max |F| (Eh/bohr) = 0.05652
- multiplicity = 5

Each line ends with the Mulliken charge.
Positions of all 70 atoms, in Å:
Pm: 0.336 0.061 2.352  0.909
C: -1.670 -0.935 4.062  0.608
C: -1.291 -2.033 3.229  0.366
C: 0.530 -1.462 4.534  0.628
C: -0.543 -0.582 4.864  0.364
C: 0.076 -2.353 3.510  0.408
C: -3.024 -0.326 4.146  -1.668
H: -3.538 -0.349 3.176  0.348
H: -2.966 0.720 4.473  0.443
H: -3.672 -0.856 4.866  0.302
C: -0.480 0.513 5.871  -1.355
H: -1.435 1.047 5.929  0.395
H: 0.305 1.257 5.654  0.229
H: -0.265 0.102 6.869  0.295
C: 1.888 -1.428 5.141  -1.332
H: 1.840 -1.792 6.180  0.348
H: 2.313 -0.412 5.172  0.265
H: 2.589 -2.070 4.596  0.363
C: 0.885 -3.410 2.848  -1.558
H: 0.828 -4.353 3.415  0.349
H: 1.949 -3.137 2.786  0.371
H: 0.538 -3.625 1.828  0.318
C: -2.168 -2.759 2.275  -1.408
H: -2.485 -3.740 2.671  0.347
H: -1.659 -2.951 1.318  0.269
H: -3.079 -2.188 2.054  0.365
C: -0.674 2.144 0.870  -0.581
C: -1.774 1.358 1.022  -0.549
C: -2.272 0.338 0.036  -0.664
C: -1.223 -0.327 -0.895  0.254
C: 0.036 -0.872 -0.277  -0.517
C: 1.211 -0.192 -0.158  -0.578
C: 1.404 1.263 -0.495  -0.730
C: 0.206 2.244 -0.355  -0.362
H: -3.041 0.766 -0.641  0.525
H: -1.010 0.364 -1.730  -1.265
H: -2.789 -0.454 0.601  0.221
H: -0.354 2.230 -1.306  -0.284
H: -0.401 2.830 1.685  0.664
H: -2.415 1.497 1.903  0.616
H: 0.669 3.245 -0.298  0.527
H: 2.240 1.647 0.112  0.515
H: 2.117 -0.721 0.171  0.635
H: 1.731 1.371 -1.544  0.421
H: -1.747 -1.181 -1.355  0.777
H: 0.006 -1.937 -0.021  0.650
P: -0.336 1.283 -3.968  0.810
C: -0.433 3.126 -4.094  -1.464
C: -1.654 0.899 -5.215  -1.271
P: 1.957 -0.525 -4.750  0.308
C: 1.127 1.099 -5.118  -1.153
C: 1.389 -1.452 -6.260  -1.197
C: 3.610 -0.064 -5.447  -1.190
H: 0.437 3.571 -3.593  0.367
H: -1.352 3.460 -3.595  0.418
H: -0.447 3.425 -5.152  0.448
H: -1.536 1.539 -6.103  0.407
H: -2.625 1.103 -4.739  0.385
H: -1.608 -0.161 -5.505  0.289
H: 3.513 0.281 -6.486  0.331
H: 4.251 -0.955 -5.410  0.397
H: 4.055 0.727 -4.829  0.346
H: 1.834 1.928 -4.933  0.530
H: 0.795 1.130 -6.174  0.499
H: 1.960 -2.392 -6.289  0.412
H: 1.593 -0.873 -7.174  0.353
H: 0.318 -1.684 -6.188  0.285
O: 1.747 2.986 3.769  -0.518
N: 1.399 1.982 3.171  0.419
O: 2.287 1.019 2.937  -0.454

# 5
ORCA calculation (ωB97M-V/def2-TZVPD) on a cluster of 2 separate species, C5H11NO in total in a non-equilibrium geometry.

Properties
- net charge = 0
- E_tot (eV) = -8892.2481
- LUMO level (eV) = -1.744
- HOMO-LUMO gap (hartree) = 0.200
- ΔE to the lowest compared entry with this formula, charge and spin (kJ/mol) = 911.7
- max |F| (Eh/bohr) = 0.08214

Each line ends with the Mulliken charge.
Positions of all 18 atoms, in Å:
C: 1.350 0.880 1.008  -0.824
N: 0.463 -0.177 0.531  -0.350
C: -0.361 0.136 -0.656  0.188
C: -0.870 -0.803 -1.553  -0.638
C: -1.879 0.060 -0.541  -0.140
C: -2.434 0.435 0.722  -0.782
H: 2.409 0.561 0.988  0.246
H: 1.351 1.721 0.303  0.292
H: 1.102 1.297 1.980  0.322
H: -0.146 -0.535 1.243  0.246
H: -0.007 1.118 -1.007  0.221
H: -0.369 -1.502 -2.196  0.376
H: -2.440 0.535 -1.377  0.293
H: -2.605 1.483 0.864  0.278
H: -3.039 -0.254 1.280  0.303
H: 1.980 -1.060 -0.544  0.359
H: 2.643 -2.415 -0.494  0.300
O: 2.852 -1.482 -0.550  -0.690

# 6
ORCA calculation (ωB97M-V/def2-TZVPD) on a structure of composition C35H40N12O2Tc in a non-equilibrium geometry.

Properties
- net charge = +4
- E_tot (eV) = -61079.0619
- LUMO level (alpha / beta) (eV) = -11.842 / -12.997
- HOMO-LUMO gap (alpha / beta) (hartree) = 0.234 / 0.212
- ΔE to the lowest compared entry with this formula, charge and spin (kJ/mol) = 0.0
- max |F| (Eh/bohr) = 0.06042
- multiplicity = 4

Each line ends with the Mulliken charge.
Positions of all 90 atoms, in Å:
Tc: -1.407 -1.388 -0.706  1.157
C: 1.114 1.904 -4.511  -0.850
N: 0.217 1.202 -3.622  1.062
C: 0.397 0.525 -2.488  -1.302
N: -0.764 -0.028 -2.123  0.344
C: -1.635 0.360 -3.099  -0.685
N: -1.053 1.097 -3.993  -0.903
C: 1.899 3.077 -3.967  0.985
C: 2.311 4.071 -4.878  -0.723
C: 3.070 5.160 -4.464  -0.844
C: 3.472 5.269 -3.147  -0.904
C: 3.098 4.262 -2.237  -0.335
C: 2.304 3.177 -2.656  0.116
C: 3.502 4.339 -0.873  0.805
N: 4.280 5.245 -0.302  -0.341
N: 4.352 4.994 0.954  -0.341
C: 3.619 3.925 1.217  0.739
O: 3.069 3.463 0.066  -0.196
C: 3.276 3.385 2.493  -0.274
C: 3.811 3.936 3.671  -0.824
C: 3.341 3.495 4.892  -0.763
C: 2.357 2.519 4.952  -0.776
C: 1.820 1.955 3.779  0.774
C: 0.677 0.974 3.938  -0.943
N: 0.379 0.108 2.821  0.827
C: -0.189 0.333 1.632  -0.683
N: -0.372 -0.838 1.009  0.721
C: 0.119 -1.754 1.896  -1.094
N: 0.569 -1.194 2.975  -0.930
C: 2.296 2.373 2.559  -0.035
H: 0.474 2.249 -5.328  0.543
H: 1.828 1.185 -4.930  0.344
H: 1.316 0.380 -1.959  1.088
H: -2.679 0.109 -3.142  0.515
H: 2.038 3.992 -5.919  0.518
H: 3.358 5.915 -5.182  0.462
H: 4.059 6.106 -2.799  0.594
H: 2.032 2.439 -1.917  0.430
H: 4.570 4.701 3.606  0.581
H: 3.729 3.917 5.805  0.465
H: 1.991 2.194 5.914  0.501
H: -0.223 1.543 4.201  0.388
H: 0.900 0.290 4.762  0.525
H: -0.480 1.294 1.251  0.692
H: 0.112 -2.815 1.752  0.685
H: 1.922 1.960 1.633  0.741
C: 3.887 -1.937 -1.223  -1.631
C: 2.677 -2.663 -1.811  0.956
C: 2.869 -4.177 -1.691  -1.761
C: 2.464 -2.273 -3.273  -1.634
N: 1.510 -2.188 -1.009  0.310
N: 0.220 -2.742 -1.338  -0.668
H: 4.765 -2.134 -1.831  0.439
H: 4.107 -2.278 -0.213  0.431
H: 3.720 -0.863 -1.202  0.329
H: 3.824 -4.443 -2.135  0.487
H: 2.104 -4.734 -2.226  0.378
H: 2.892 -4.513 -0.656  0.377
H: 3.312 -2.605 -3.862  0.548
H: 2.387 -1.194 -3.375  0.317
H: 1.581 -2.741 -3.708  0.494
H: 1.714 -2.370 -0.027  0.424
H: 0.155 -3.735 -1.053  0.344
H: 0.223 -2.774 -2.370  0.379
C: -6.226 -2.077 2.745  -0.994
N: -5.567 -1.164 1.860  -0.191
N: -4.394 -1.437 1.227  0.734
C: -4.075 -0.362 0.413  0.218
O: -2.997 -0.323 -0.261  -0.343
C: -5.098 0.586 0.575  -1.366
C: -6.010 0.051 1.480  0.959
C: -7.246 0.656 2.007  -1.633
C: -3.617 -2.617 1.284  0.364
C: -3.239 -3.207 2.485  -0.025
C: -2.516 -4.392 2.467  -0.749
C: -2.138 -4.973 1.264  -0.736
C: -2.476 -4.365 0.063  -0.893
C: -3.211 -3.178 0.058  -0.687
H: -6.039 -3.104 2.434  0.454
H: -7.298 -1.885 2.718  0.355
H: -5.890 -1.951 3.778  0.356
H: -5.167 1.535 0.079  0.457
H: -7.347 1.674 1.642  0.375
H: -7.248 0.675 3.097  0.395
H: -8.134 0.105 1.691  0.394
H: -3.531 -2.777 3.430  0.572
H: -2.261 -4.873 3.398  0.479
H: -1.629 -5.926 1.261  0.527
H: -2.251 -4.864 -0.869  0.753
H: -3.682 -2.847 -0.863  0.846

Copy entry 3 word for word.
ORCA calculation (ωB97M-V/def2-TZVPD) on the ion C3H5N2OS with charge +1 in a non-equilibrium geometry.

Properties
- net charge = +1
- E_tot (eV) = -19044.3814
- LUMO level (alpha / beta) (eV) = -4.974 / -5.606
- HOMO-LUMO gap (alpha / beta) (hartree) = 0.315 / 0.239
- ΔE to the lowest compared entry with this formula, charge and spin (kJ/mol) = 281.1
- max |F| (Eh/bohr) = 0.09432

Each line ends with the Mulliken charge.
Positions of all 12 atoms, in Å:
C: -1.331 -0.474 0.364  -0.091
C: 0.632 0.080 -0.496  -0.042
C: 0.595 0.614 0.987  -0.143
N: -0.663 0.034 1.384  -0.145
N: -0.506 -0.534 -0.702  -0.010
O: 1.386 -0.573 -3.206  -0.369
S: 2.087 0.093 -2.066  0.453
H: -2.465 -0.794 0.496  0.344
H: 1.590 0.299 1.551  0.281
H: 0.567 1.678 1.052  0.278
H: -1.196 0.529 2.168  0.339
H: -0.696 -0.953 -1.532  0.105